[1]
DFT (wB97M-V/def2-TZVPD) results for an isolated molecule of C10H14OSe in a non-equilibrium geometry.

```
26
Properties=species:S:1:pos:R:3:forces:R:3
H 3.483 1.510 -0.072 -0.5181 0.3465 -0.4578
C -2.617 -0.137 1.209 0.4786 -1.8882 -3.0718
H 2.650 -1.008 2.238 -0.1563 0.7234 -1.9346
H -0.608 -0.984 1.253 -0.7969 -0.1495 -0.2380
H 1.502 1.428 -2.504 -1.4283 -1.0282 2.4865
H 2.930 -1.522 0.526 1.7936 -1.1726 -1.3264
H 3.185 1.525 1.615 -0.9578 -0.0372 -0.8300
C -3.691 0.098 0.380 1.0750 0.2498 -0.6626
C 1.483 0.044 -0.997 -0.1583 -0.8143 -0.9363
H 1.970 2.310 0.608 -0.5499 2.2797 -0.5384
C 1.749 0.312 0.490 -1.7576 -2.2057 0.5448
H 1.379 -1.710 1.298 0.9903 0.5961 -0.6101
H -2.317 -0.609 -2.594 0.1666 -0.0044 -1.0687
C -3.554 -0.077 -0.989 -1.8277 1.1929 -1.3380
H -4.567 0.548 0.697 -1.5971 0.6707 0.9701
H -4.266 0.278 -1.777 -0.0761 -0.3589 1.3951
H -2.632 -0.068 2.222 -0.3227 0.6034 2.8188
Se 0.298 -1.507 -1.504 -0.5366 0.2024 0.6954
H 2.375 -0.373 -1.483 0.2561 0.4862 0.1187
C -1.492 -0.764 0.631 0.4410 0.9376 1.9437
O 0.969 1.176 -1.655 1.5855 1.2233 -1.8724
C -2.418 -0.523 -1.549 1.0777 -0.8072 0.4575
H 0.675 0.460 0.903 1.9863 0.4253 -0.2885
C 2.636 1.520 0.620 1.9503 -1.6790 2.1187
C -1.393 -0.900 -0.709 1.8609 -0.6084 -1.4510
C 2.273 -1.028 1.141 -2.9784 0.8161 3.0753
```
Positions in Å, forces in eV/Å.

As for the maximum force: 4.36 eV/Å. The SMILES is CC(C)[C@H](O)[Se]c1ccccc1. Its energy above the lowest of the compared OMol25 structures with the same formula, charge and spin is 0.0 kJ/mol. The value obtained for the LUMO energy is 0.589 eV. For the calculated total energy, the calculation gives -77989.0463 eV.


[2]
DFT (wB97M-V/def2-TZVPD) results for a structure of composition C10H15AgClN7Se.

```
35
Properties=species:S:1:pos:R:3:forces:R:3
H -0.654 -0.364 -3.645 0.0144 0.0231 0.0316
H 2.721 3.082 -4.441 -0.0118 -0.0060 0.0058
C -2.402 -2.214 -1.710 0.0299 0.1186 0.1011
N -2.067 -1.173 -1.305 0.0008 0.0491 -0.1404
H -1.634 -1.179 5.211 -0.0177 0.0167 0.0088
Se -2.917 -3.813 -2.310 -0.0361 -0.1442 -0.0630
C 0.690 0.483 -5.099 -0.0566 -0.0456 0.0032
H 1.103 -0.705 3.250 0.0163 0.0552 0.0347
N 1.447 -0.164 0.130 0.1270 -0.0305 0.0959
H -0.179 -1.688 4.399 0.0307 0.0187 -0.0337
H 3.157 -1.906 0.906 0.0187 0.0077 -0.0071
H -2.128 1.902 3.619 0.0271 0.0085 -0.0139
N 0.744 -0.414 2.359 -0.0495 0.0560 -0.0933
H 2.399 -2.228 2.366 -0.0667 -0.0429 -0.0257
N 0.432 1.219 -2.851 -0.2354 -0.2348 -0.1998
H 2.113 1.529 -6.310 -0.0180 0.0020 0.0280
Cl 0.222 -0.616 -6.345 -0.0056 -0.0199 -0.0180
Ag -0.663 0.422 -0.846 0.0993 0.0414 0.0601
N -1.117 0.068 3.634 0.0224 0.0735 0.2006
C -1.167 -1.264 4.233 -0.0563 -0.0380 -0.0251
H -2.586 0.796 4.904 -0.0117 -0.0231 0.0235
N 2.610 -1.537 1.665 0.0658 0.0768 -0.0051
C 1.645 1.451 -5.336 0.0893 0.0625 -0.0624
C 1.980 2.307 -4.301 0.0370 0.0240 -0.0282
C 0.099 0.391 -3.848 0.0784 0.1441 0.0983
H -3.169 0.506 3.257 -0.0165 -0.0075 0.0031
H -1.748 -1.970 3.631 -0.0047 0.0175 -0.0155
H 2.129 -0.538 -0.522 -0.0076 -0.0134 0.0023
C 1.585 -0.684 1.284 -0.1758 -0.0037 0.1171
C -0.484 0.250 2.415 0.1660 -0.2320 -0.1331
H -1.868 1.266 1.620 0.0029 0.0245 0.0408
C -2.318 0.857 3.852 -0.0007 -0.0445 -0.0112
H 1.589 2.806 -2.243 -0.0083 -0.0282 -0.0185
C 1.351 2.157 -3.078 -0.0477 -0.0215 0.1390
N -0.917 0.965 1.453 0.0009 0.1158 -0.0997
```
Positions in Å, forces in eV/Å.

As for the maximum force: 0.39 eV/Å. The value obtained for the LUMO energy is 0.182 eV. For the calculated total energy, the calculation gives -102912.2625 eV.


[3]
DFT (wB97M-V/def2-TZVPD) results for a structure of composition C10H15BF3N6O2S2V in a non-equilibrium geometry.

```
40
Properties=species:S:1:pos:R:3:forces:R:3
H -1.970 -1.764 3.120 -0.0148 -0.0745 0.0615
N -1.850 0.100 1.855 0.2367 0.2001 -0.0276
H 2.548 -3.760 -0.873 -0.0315 -0.0046 0.0457
H 0.140 3.342 1.005 -0.0387 0.0185 -0.0428
S 0.813 0.715 1.308 0.3181 -0.2311 0.0621
H 0.026 3.596 2.750 -0.0149 0.0252 -0.0132
C 3.054 0.873 -2.298 0.4619 -0.3892 -0.6897
C 1.334 -3.161 1.368 0.0688 -0.0906 0.0204
H -3.934 0.324 2.260 0.0159 0.0215 -0.0079
H -3.288 2.998 2.354 0.0327 0.0020 0.0097
H 1.133 -3.395 -1.890 0.0159 0.0097 -0.0095
H 2.246 -3.683 1.595 0.0027 0.0179 -0.0431
N 1.003 -2.773 0.086 -0.2428 0.2746 0.1284
V 0.570 0.529 -1.149 0.3960 -0.6775 1.6339
O 2.337 1.453 -1.428 0.1124 -0.2827 0.0571
C -0.552 3.431 1.838 0.0840 0.0896 -0.0161
F -1.544 1.519 -2.812 -0.0758 0.2396 -0.0242
H 2.796 -0.151 -4.042 0.0380 0.1340 -0.0668
C -0.831 0.969 1.714 -0.4019 0.2382 0.1858
F -1.685 2.422 -0.841 0.0212 -0.0100 -0.0912
H 0.760 1.090 -3.788 -0.0119 0.0351 -0.0302
N 2.325 -0.055 -3.151 0.2596 0.0984 -0.1455
O 4.259 0.951 -2.510 -0.1767 0.0860 0.1336
H 2.269 -2.113 -1.465 -0.0141 0.0940 -0.0224
N -0.621 -2.129 1.392 0.1782 0.1442 -0.2192
H 0.191 -2.857 3.226 0.0148 0.0221 -0.0196
B -1.905 -1.470 1.947 0.0251 -0.0007 -0.0158
C -2.673 2.130 2.197 -0.0600 0.0232 -0.0925
C -0.727 1.913 -1.716 -1.2888 1.0875 -0.8993
S -0.982 -1.448 -1.239 0.1141 0.3514 -0.1036
C -0.183 -2.106 0.120 0.0286 -0.8171 0.2780
H -2.863 -1.845 1.323 -0.1175 0.0186 -0.0084
H -1.225 4.268 1.665 -0.0245 -0.0247 0.0095
C 0.323 -2.757 2.164 -0.0365 -0.0220 0.1414
C -2.988 0.820 2.130 -0.1418 -0.0740 0.0914
N 0.941 0.261 -3.227 0.3094 0.1585 -0.3252
N -1.326 2.218 1.942 0.0509 -0.3341 -0.0141
C 1.785 -3.019 -1.103 0.0647 -0.0525 -0.1210
H 0.419 -0.514 -3.610 -0.0243 -0.1533 0.1305
F -0.126 3.079 -2.215 -0.1332 -0.1512 0.0598
```
Positions in Å, forces in eV/Å.

As for the maximum force: 1.91 eV/Å. The multiplicity is 2. Its energy above the lowest of the compared OMol25 structures with the same formula, charge and spin is 42.2 kJ/mol. The value obtained for the LUMO energy (spin up / spin down) is 2.788 / 2.791 eV. For the calculated total energy, the calculation gives -79840.6848 eV. Its net charge is -1.


[4]
DFT (wB97M-V/def2-TZVPD) results for an isolated molecule of C10H15BrN2O2S2.

```
32
Properties=species:S:1:pos:R:3:forces:R:3
C 1.152 1.625 -1.474 0.1770 0.0156 0.4590
C 0.454 2.419 -2.332 0.1434 0.0983 0.4715
C 0.857 0.597 -3.663 0.1249 -0.0406 0.3571
N -0.976 -1.273 1.470 -0.1221 -0.0340 -0.0180
H -2.611 0.008 1.397 0.0263 0.0748 0.0792
H -0.237 2.291 -4.424 -0.0714 0.0402 -0.1435
S 1.557 1.923 0.229 -0.4197 -0.1724 -0.6075
O 1.133 3.256 0.538 -0.1814 -0.0743 -0.0079
H 0.090 3.389 -2.049 -0.0848 0.2043 0.0774
C 0.281 1.831 -3.603 0.1595 -0.4124 -0.1330
H 2.160 -0.123 1.874 -0.0494 -0.0901 0.2202
Br 0.866 -0.551 -5.137 0.0280 -0.0116 0.0101
C -1.575 0.013 1.741 0.1329 0.0891 -0.0684
C 1.091 0.006 2.042 0.3780 -0.2053 0.3036
H -0.894 2.099 1.663 -0.0812 -0.0805 -0.0506
H -1.579 0.146 2.826 -0.0780 0.0720 -0.0111
H -0.179 -1.261 -0.507 -0.1730 0.0214 0.0113
H -1.946 -1.271 -0.357 0.0306 0.0604 -0.0328
S 1.626 0.135 -2.179 -0.2324 0.1924 -0.6684
H -1.874 -3.595 0.515 -0.0818 -0.0668 0.0509
H -1.187 1.377 0.069 -0.1381 0.0143 0.0667
H 0.950 0.545 2.989 0.0463 -0.0564 -0.0427
C -1.046 -3.189 -0.060 -0.0463 0.3146 -0.0719
C -1.023 -1.670 0.069 0.0182 -0.3454 -0.0548
H -0.125 -3.631 0.309 0.1126 -0.0936 0.0286
C 0.348 -1.350 2.068 -0.0118 0.0912 0.1320
H 0.925 -2.105 1.536 0.0242 -0.0161 0.0319
O 2.920 1.545 0.437 0.0307 -0.2818 0.1049
C -0.806 1.176 1.075 -0.5511 0.2017 -0.0797
N 0.581 0.784 0.935 0.6784 0.6086 -0.2498
H 0.238 -1.676 3.108 0.1764 -0.0095 -0.0377
H -1.167 -3.470 -1.103 0.0348 -0.1079 -0.1265
```
Positions in Å, forces in eV/Å.

As for the maximum force: 0.95 eV/Å. The SMILES is CCN1CCN(S(=O)(=O)c2ccc(Br)s2)CC1. The value obtained for the LUMO energy is 0.259 eV. For the calculated total energy, the calculation gives -109400.2637 eV.


[5]
DFT (wB97M-V/def2-TZVPD) results for a structure of composition C10H15ClCoFTb in a non-equilibrium geometry.

```
29
Properties=species:S:1:pos:R:3:forces:R:3
H -2.164 -2.011 -2.653 1.7393 -2.2738 2.3011
C -1.624 3.545 2.248 0.4354 -0.9509 -0.6234
H 1.293 2.148 -2.566 -0.6225 -0.2470 0.0549
H -0.061 1.055 -3.060 0.1707 0.3039 0.4544
C 1.000 -3.494 -3.022 -2.4790 1.9330 -0.5785
H -0.384 2.565 -2.122 0.0578 -0.1571 -0.1172
H 1.433 1.087 2.564 0.3575 -0.1024 0.1338
C 0.621 1.783 2.472 -1.4845 1.4293 0.0682
H -2.428 -2.835 -0.679 2.2597 -0.0931 -2.8941
C -0.293 1.738 1.412 -0.9532 0.8036 1.3483
F -0.842 4.685 4.163 -0.0369 -0.2232 -0.0702
H 1.178 -3.205 1.061 -0.1153 -0.3041 0.1084
C -1.438 2.515 1.270 1.0718 0.7596 1.6543
C 0.304 1.714 -2.243 0.2929 0.3601 -0.2183
C 0.474 -3.652 0.347 -2.1150 1.3703 0.2430
C -1.592 -2.851 -1.755 -5.2661 2.3728 0.5684
H 0.789 -4.653 0.024 -0.0067 0.4081 -0.1560
Cl 3.678 0.243 -0.374 2.0793 -0.2486 0.0181
H -0.587 -3.703 0.793 1.6309 -0.1455 -0.2123
Tb 1.304 0.604 -0.240 -1.2909 -0.6354 -0.9510
H 1.875 -2.981 -3.432 -0.0278 -0.1425 -0.0602
H 1.098 2.934 4.273 -0.0887 0.0502 -0.0098
Co -0.025 -2.374 -1.358 2.7284 -2.6051 -0.1282
H -2.142 2.378 0.475 -0.1808 -0.0553 -0.3468
H -2.478 4.220 2.179 0.2931 -0.1502 0.1013
H 0.095 -3.410 -3.737 1.7181 -0.4078 0.6625
C 0.414 2.813 3.443 -0.5783 -0.4829 -1.1678
C -0.691 3.671 3.282 0.4606 -0.5952 -0.4301
H 1.193 -4.531 -2.764 -0.0496 0.0290 0.2472
```
Positions in Å, forces in eV/Å.

As for the maximum force: 5.80 eV/Å. The multiplicity is 11. Its energy above the lowest of the compared OMol25 structures with the same formula, charge and spin is 555.7 kJ/mol. The value obtained for the LUMO energy (spin up / spin down) is 2.068 / -0.221 eV. For the calculated total energy, the calculation gives -85903.5251 eV. Its net charge is -1.


[6]
DFT (wB97M-V/def2-TZVPD) results for a cluster of 2 separate species, C10H15ClFN2 in total in a non-equilibrium geometry.

```
29
Properties=species:S:1:pos:R:3:forces:R:3
C 2.227 1.339 1.038 0.2369 -0.7709 0.1084
C 2.849 0.787 -1.162 -1.1403 -1.1034 -1.9635
H 4.256 1.603 0.313 -1.2253 -1.0120 -0.5127
H 1.069 -1.809 1.823 0.4691 0.2817 -1.6790
H 2.358 1.811 2.010 0.6603 -0.0525 -0.2635
C 1.539 0.412 -1.436 -2.1956 0.3621 4.0384
C -1.815 0.219 -1.401 0.3610 2.1137 1.0866
H -1.092 1.540 1.039 -0.6128 -1.7507 0.7044
C 3.248 1.147 0.068 0.5798 2.5498 2.9394
H 3.441 0.748 -2.047 1.0092 0.2277 -0.1334
H -0.999 -0.084 1.834 0.9153 -1.2350 1.5338
C 0.616 0.412 -0.300 2.3656 1.5408 -1.4028
C -2.887 0.396 0.763 -0.0482 -1.8333 0.4756
H 1.836 -3.246 1.327 0.6716 0.5243 -0.2126
H -3.483 -0.221 1.449 0.5012 0.0100 0.1321
H -1.653 1.248 -1.761 -0.7071 -0.1497 0.3611
H 1.218 0.289 -2.420 -0.5285 -0.6292 -1.3865
H 2.353 -1.805 0.333 -0.3259 0.2369 0.7994
N 0.969 0.915 0.906 0.8148 -0.5978 -2.2755
Cl 0.376 -2.865 -0.311 -0.6816 0.1855 -0.2254
C -1.362 0.424 1.020 -3.0261 4.2988 -2.6942
H -1.606 -0.401 -2.207 0.5113 -1.3365 -1.3343
H -2.946 -1.276 -0.465 -1.0532 0.7653 -0.7083
H -0.778 -1.018 -0.196 0.3497 -0.2259 -0.4671
C -3.072 -0.171 -0.639 1.2144 -0.1865 0.7163
F -3.411 1.629 0.857 -0.2355 1.6648 -0.0528
C 1.542 -2.273 0.904 -0.0441 -1.6027 1.4280
N -0.812 0.007 -0.312 1.6533 -1.6216 1.4650
H -3.983 0.246 -1.028 -0.4895 -0.6534 -0.4770
```
Positions in Å, forces in eV/Å.

As for the maximum force: 5.91 eV/Å. Its energy above the lowest of the compared OMol25 structures with the same formula, charge and spin is 36.9 kJ/mol. The value obtained for the LUMO energy is -3.198 eV. For the calculated total energy, the calculation gives -28825.3965 eV. Its net charge is +1.


[7]
DFT (wB97M-V/def2-TZVPD) results for a cluster of 2 separate species, C10H15ClN in total in a non-equilibrium geometry.

```
27
Properties=species:S:1:pos:R:3:forces:R:3
H -3.920 -0.407 0.704 1.4178 -0.1126 0.1489
H -3.210 -0.168 3.007 -0.1103 0.1883 0.1498
C 0.591 1.897 -0.512 -0.6548 -1.4239 0.6089
N 0.639 -0.856 -1.851 0.3862 2.3192 -3.2258
C 1.311 2.323 0.701 -0.1914 1.1125 -0.4660
C 0.630 -0.592 -0.485 0.0730 2.2875 0.0739
C -2.434 -0.288 2.270 -0.6953 -1.0124 0.8800
H 0.772 3.279 0.956 1.3742 -0.3145 0.0390
H -0.988 -0.744 3.776 0.2924 0.5107 -0.7615
H 0.911 1.675 1.426 -0.3113 -1.0849 1.5215
H -0.213 -1.123 -2.330 -0.5202 -0.7623 0.6773
Cl 1.199 2.013 -2.040 1.0892 0.5900 -2.0739
H 0.768 0.156 -2.356 -0.0611 -1.3117 0.7689
H 2.007 -2.464 -1.811 0.0645 -0.7344 0.1931
H -0.476 2.122 -0.542 0.1123 -0.3973 0.3408
C -0.503 -0.659 0.336 -1.1842 -0.8271 1.8789
H 2.659 -0.814 -2.157 -0.5542 -1.2591 -0.4001
C -1.152 -0.568 2.699 0.1627 -0.9502 -0.4149
H -2.190 -0.688 -1.151 0.6638 0.7496 2.2743
C -2.822 -0.464 0.951 -1.2068 1.2361 -0.6419
C -0.204 -0.859 1.702 -0.1640 2.0038 0.4406
H 1.752 -1.716 -3.483 0.0588 0.0202 1.3704
H 1.616 -0.403 -0.108 0.2442 -0.5766 0.3775
H 0.845 -0.856 1.950 0.1866 -0.6898 0.2745
C -1.861 -0.509 -0.031 -0.2261 -1.6723 -2.6482
C 1.842 -1.571 -2.367 0.9590 1.6985 -1.0171
H 2.431 2.285 0.746 -1.2048 0.4127 -0.3692
```
Positions in Å, forces in eV/Å.

As for the maximum force: 3.99 eV/Å. Its energy above the lowest of the compared OMol25 structures with the same formula, charge and spin is 309.4 kJ/mol. The value obtained for the LUMO energy (spin up / spin down) is -4.256 / -3.738 eV. For the calculated total energy, the calculation gives -24615.4364 eV. Its net charge is +1.


Question: Look up the maximum force of the first one.
Answer: 4.36 eV/Å